Molecular formula: C40H68F12O26
Method: DFT, ωB97M-V/def2-TZVPD

The geometry in XYZ format:
```
146
Properties=species:S:1:pos:R:3:forces:R:3:lowdin_charge:R:1
F -6.342185 -2.672046 -2.254704 0.0 0.0 0.1 0.168
F -8.162509 -2.369169 -1.124361 0.0 -0.1 0.0 0.170
F -1.007975 2.630097 0.249383 0.1 -0.2 0.2 0.161
F 0.240633 -6.483832 -2.448244 0.2 0.0 0.3 0.168
F 4.251427 1.545180 3.484351 0.0 0.1 0.0 0.166
F 3.260714 2.616420 1.880026 0.1 0.0 0.0 0.174
F 1.036671 1.870871 0.287976 0.0 0.3 0.1 0.183
F 0.224490 2.806887 -1.497428 0.3 -0.2 0.0 0.156
F -0.466115 -4.955575 -1.111446 0.0 0.0 0.2 0.142
F 2.901417 3.181479 3.939790 0.0 0.0 0.0 0.180
F -7.533734 -4.373988 -1.672361 -0.1 -0.1 0.0 0.174
F 0.771975 -6.573451 -0.348517 0.0 -0.1 0.2 0.191
O -0.370073 -4.877784 5.106258 -0.2 0.6 -0.1 0.052
O 2.499357 0.980679 -5.992326 -0.2 0.5 0.1 0.021
O -0.850117 7.424825 -4.769169 0.0 0.6 0.4 0.051
O -6.937577 -3.653171 1.056681 -0.1 0.2 0.1 0.174
O 4.419919 0.591592 -5.109072 0.3 0.6 -0.1 0.049
O 4.556807 -4.644902 5.095869 -0.2 0.0 0.6 0.001
O 1.986946 0.182032 2.410773 0.0 -0.3 -0.5 0.145
O 0.336921 -0.288958 -0.806246 0.4 0.2 -0.1 0.056
O 0.938171 -6.702312 5.107960 0.5 -0.4 -0.2 0.140
O 2.887207 -1.046828 -5.120092 -0.3 -0.9 0.3 0.113
O 1.176200 1.276225 4.176728 0.0 0.7 0.5 0.049
O 3.379971 -5.431985 3.343565 0.1 0.5 0.3 0.107
O 3.737368 -3.217786 3.706402 -0.1 0.4 0.2 0.036
O 1.380559 4.762793 1.241680 0.1 -0.3 -0.5 0.013
O -1.723231 0.520531 -1.254791 -0.2 -0.3 -0.2 0.167
O 0.174231 6.495830 2.068925 0.0 0.1 -0.2 0.135
O -5.082262 -3.049878 -0.070625 0.2 0.2 -0.7 0.046
O -0.200099 4.350551 2.589668 -0.6 -1.3 0.6 -0.011
O -5.575249 3.944958 0.679515 -0.2 0.4 0.2 0.048
O -4.239885 5.232195 -0.613771 0.4 -0.1 -0.1 0.126
O -1.484801 6.136726 -3.162483 0.2 1.2 0.2 0.020
O -0.545147 -6.244707 6.741058 0.2 0.0 0.3 0.007
O -0.980578 5.202768 -5.140038 0.1 -0.3 -0.3 0.127
O 2.132446 -4.893277 -2.880957 -0.6 0.0 -1.0 0.047
O 2.353163 -4.261734 -0.725090 -0.1 0.1 0.1 0.154
O -6.340678 5.815053 -0.099020 -0.3 -0.3 0.1 0.013
C 0.093934 -4.484397 3.813393 0.0 0.4 -1.0 -0.193
C -0.050077 2.010800 -0.451723 -0.1 0.2 -0.3 -0.531
C 0.582519 -5.764464 -1.373099 -0.2 0.2 -0.6 -0.536
C -6.366546 -3.307180 0.066676 -0.1 -0.3 0.0 -0.396
C -1.751940 4.877763 -2.617501 -1.0 -1.8 -0.7 -0.070
C -0.273247 7.666719 -6.041908 0.6 -1.5 -1.2 -0.237
C -0.450262 -5.359757 2.707142 -0.6 -0.8 0.1 -0.047
C 1.822321 -4.862613 -1.613297 0.1 -0.2 0.1 -0.405
C 3.209028 -2.858941 2.413263 0.2 -0.7 -0.6 -0.210
C -1.124166 4.717454 3.614214 0.0 0.0 0.0 -0.021
C 0.209253 0.242683 4.445186 0.3 -0.1 -0.4 -0.167
C 5.970627 -1.099227 -5.869728 0.1 -0.8 -0.2 -0.063
C -0.453537 -2.090081 0.593023 0.2 -0.5 0.2 -0.035
C -1.011256 0.429865 3.590195 -0.5 -0.4 -0.8 -0.047
C -4.293512 -2.991825 1.104314 0.4 0.1 1.6 -0.194
C 3.112063 2.156729 3.118888 0.0 0.1 -0.1 -0.544
C 1.990959 1.107848 3.164596 0.0 -0.5 0.3 -0.401
C -0.112673 -7.413570 7.440017 -0.8 -0.3 0.3 -0.039
C -0.581515 0.638694 -0.922056 -0.4 0.1 0.3 -0.395
C -4.646039 1.886382 -0.191075 -0.4 0.3 0.0 -0.051
C -6.257000 6.889843 -1.022388 0.1 0.6 -0.3 -0.046
C 4.283026 -2.121975 1.636282 -0.4 0.0 0.1 -0.042
C 5.445020 -0.322049 -4.706385 -0.2 -0.1 1.0 -0.214
C 3.163260 -4.057323 -3.428682 1.5 0.0 0.2 -0.176
C 1.119546 0.678860 -6.197288 -0.4 -0.3 -0.3 -0.029
C -7.107640 -3.172484 -1.282750 0.1 0.1 -0.1 -0.549
C -4.206906 -1.565263 1.619622 0.1 0.7 -0.7 -0.045
C -0.031927 -1.670040 -0.782768 -0.1 -0.7 -0.7 -0.181
C -0.579215 9.025286 -6.604524 0.3 0.8 0.1 -0.066
C 3.842895 -4.515306 3.987204 -0.2 -0.6 -0.6 -0.618
C -1.094299 6.160966 -4.425993 0.1 -0.1 -0.1 -0.606
C 4.365724 -5.891251 5.816755 0.3 0.8 -0.4 -0.005
C 0.412055 5.320854 1.950320 0.5 0.8 0.3 -0.636
C 0.093372 -6.011692 5.594547 -0.1 0.0 0.3 -0.627
C -4.540284 2.985247 0.851278 0.4 -1.0 0.3 -0.215
C 4.118212 -4.927988 -4.234369 -0.1 -0.5 0.4 -0.050
C 3.232277 0.072806 -5.369521 0.0 0.1 -0.3 -0.627
C 2.124747 5.603500 0.350320 0.0 0.5 -0.4 -0.187
C -5.282083 5.010549 -0.061252 0.0 0.1 -0.1 -0.602
C 1.292252 6.118854 -0.819407 -0.2 0.1 0.6 -0.050
H -5.948618 6.566281 -2.016356 0.0 -0.2 0.1 0.098
H -0.701772 5.539392 4.188815 -0.3 0.1 0.0 0.101
H 4.919105 -4.344432 -4.684179 0.0 0.2 0.1 0.072
H 2.941412 -3.792261 1.917332 -0.1 0.1 -0.1 0.103
H 4.539564 -6.724073 5.143778 0.0 -0.2 0.1 0.096
H -5.647274 1.456689 -0.103719 0.1 -0.2 0.0 0.085
H 0.310319 6.419855 -0.452273 0.0 -0.1 -0.1 0.077
H -4.556770 2.261133 -1.210122 0.3 0.1 0.0 0.085
H -2.102022 4.943703 3.187831 0.1 0.4 0.0 0.098
H 5.208840 -2.692951 1.671986 0.1 0.1 0.0 0.085
H -1.512528 -5.556863 2.888696 0.0 0.2 -0.1 0.089
H 0.036898 0.307632 5.513486 -0.1 0.0 0.0 0.131
H 1.745636 7.035624 -1.193417 0.1 -0.2 -0.3 0.085
H -1.783948 -0.285830 3.884273 0.0 0.1 0.1 0.080
H 0.835410 -2.219268 -1.144606 0.4 0.3 0.5 0.112
H -4.748099 -3.617381 1.872862 0.1 -0.2 -0.1 0.123
H -0.677202 8.926837 -7.683560 0.0 0.2 0.0 0.076
H 0.967412 -0.331697 -6.577690 0.2 0.0 0.0 0.094
H -5.085597 -1.273886 2.192508 0.0 0.0 0.0 0.088
H -0.600778 -7.364530 8.411902 0.1 0.1 0.0 0.093
H -0.550956 6.878443 -6.753479 -0.7 0.2 0.3 0.118
H 2.314274 -2.250992 2.534925 0.1 0.0 0.3 0.091
H 2.550405 6.443407 0.899950 -0.1 -0.1 0.2 0.124
H -4.718319 2.525958 1.825766 -0.2 0.2 0.1 0.122
H 6.166818 0.270410 -4.147894 0.2 0.2 -0.4 0.126
H -1.462497 9.527264 -6.213051 -0.3 -0.5 0.0 0.081
H 3.357795 -5.906932 6.223267 -0.1 -0.2 -0.1 0.084
H 2.930681 4.977264 -0.022717 0.1 -0.1 0.2 0.122
H 5.024903 -0.999852 -3.955976 -0.1 -0.1 -0.2 0.117
H 4.557397 -5.631090 -3.520240 0.2 -0.1 -0.3 0.084
H 6.426749 -0.523488 -6.670836 -0.1 0.3 0.1 0.083
H 1.176541 5.363451 -1.591767 0.0 0.1 -0.1 0.068
H -1.449856 -1.744730 0.864141 -0.1 0.1 -0.1 0.062
H 3.656298 -5.516782 -5.026529 -0.3 0.2 0.0 0.082
H -7.251639 7.323260 -1.082280 0.0 -0.1 0.1 0.093
H 5.131257 -1.672022 -6.270106 0.1 0.0 -0.2 0.077
H 5.099385 -5.814749 6.610964 0.0 -0.3 0.1 0.092
H 0.246665 -1.776912 1.369451 0.1 0.1 -0.2 0.072
H 0.234718 9.723604 -6.396298 0.0 0.0 -0.1 0.073
H -1.437291 1.431646 3.558340 0.1 0.1 0.4 0.076
H -3.548036 3.430917 0.909879 -0.1 0.3 -0.3 0.110
H -3.299107 -3.375322 0.893479 -0.1 -0.1 -0.4 0.115
H -5.560408 7.662416 -0.693164 0.0 -0.2 0.1 0.099
H 0.023497 -6.340710 2.667066 0.2 0.1 0.1 0.083
H -2.720860 4.503505 -2.976653 -0.1 0.4 0.2 0.104
H -3.305684 -1.333956 2.188904 -0.1 -0.5 0.3 0.056
H 3.738280 -3.684183 -2.578850 -0.2 0.4 -0.1 0.120
H 4.407928 -1.124307 2.054715 0.3 0.0 -0.1 0.065
H 3.987262 -2.023345 0.591123 -0.1 0.0 0.0 0.076
H 6.707982 -1.832044 -5.531366 0.0 0.1 0.1 0.083
H 0.809049 7.472883 -6.040500 0.0 0.4 0.7 0.131
H 0.526269 0.784417 -5.293493 0.2 0.1 0.3 0.094
H -0.306492 -3.478741 3.676128 0.0 0.0 0.2 0.116
H -0.511150 -8.297490 6.940370 0.3 0.0 -0.1 0.099
H 0.749358 1.394552 -6.925449 0.2 0.1 0.0 0.096
H -1.260841 3.856823 4.266689 0.3 -0.1 -0.1 0.082
H -4.117017 -0.881003 0.767384 -0.2 -0.2 0.0 0.065
H -1.074951 4.128338 -3.020412 0.5 0.2 0.4 0.081
H 0.962007 -7.480510 7.571775 0.1 0.1 -0.2 0.092
H -3.897006 1.120253 -0.009069 0.1 0.0 -0.1 0.043
H -1.803618 4.913052 -1.538866 0.3 0.3 0.1 0.082
H -0.439337 -3.179529 0.564857 -0.2 0.0 0.2 0.053
H -0.785736 -1.959276 -1.522612 -0.3 0.7 0.1 0.134
H -0.775850 0.188308 2.548221 0.1 0.0 0.1 0.063
H 1.178047 -4.430279 3.732078 0.0 -0.2 0.4 0.100
H -0.364055 -4.915149 1.719083 0.2 0.2 0.1 0.045
H 2.787257 -3.229887 -4.027724 -0.6 -0.1 0.2 0.109
H 0.676553 -0.711448 4.195843 0.0 -0.1 0.2 0.119
```
Forces are in eV/Å.

Calculated values
- SMILES = CCOC(=O)C(F)(F)F.CCOC(=O)C(F)(F)F.CCOC(=O)C(F)(F)F.CCOC(=O)C(F)(F)F.CCOC(=O)OC.CCOC(=O)OC.CCOC(=O)OC.CCOC(=O)OC.CCOC(=O)OC.CCOC(=O)OC
- net charge = 0
- energy above the lowest of the compared OMol25 structures with the same formula, charge and spin (kcal per mole) = 0.00
- energy (eV) = -128429.8089
- HOMO level (eV) = -10.6